Run 1
13
Properties=species:S:1:pos:R:3 method="wB97M-V/def2-TZVPD" charge=0 homo_energy_ev=-9.23
C -1.842 0.521 0.121
C 0.556 -0.005 -0.148
H -1.870 -0.404 -0.655
H -2.784 0.193 1.089
H -1.919 1.694 -0.386
H -0.130 1.276 1.238
H -0.384 -0.449 -1.765
H 1.716 -0.511 1.507
H 2.072 -1.327 -0.707
N -0.437 0.578 0.545
N 0.590 -0.487 -1.369
N 1.780 -0.084 0.595
O 2.653 -0.995 -0.066


Run 2
13
Properties=species:S:1:pos:R:3 method="wB97M-V/def2-TZVPD" charge=0 homo_energy_ev=-7.56
N -1.949 -0.396 1.099
N -0.617 -0.197 0.687
N -0.617 0.451 -0.586
C 0.618 0.427 -1.242
C 1.802 0.314 -0.621
O 2.062 0.553 0.704
H -2.022 -0.255 2.099
H -2.336 -1.298 0.837
H -0.046 -1.089 0.566
H -1.386 0.150 -1.181
H 0.567 0.398 -2.319
H 2.714 0.295 -1.200
H 1.211 0.646 1.158


Name the most stable of them. run 2.


Run 1
12
Properties=species:S:1:pos:R:3 method="wB97M-V/def2-TZVPD" charge=0 homo_energy_ev=-8.74
C -0.752 -0.163 -0.465
C -1.479 -0.047 0.785
C -0.663 0.172 1.787
C 1.666 0.451 -0.866
H -0.250 -1.092 -2.477
H -2.510 -0.101 0.974
H -0.841 -0.063 2.830
H 1.442 0.038 -1.909
N -1.099 -0.507 -1.674
N 0.627 0.192 -0.013
O 0.763 0.124 1.429
S 3.097 0.997 -0.402


Run 2
12
Properties=species:S:1:pos:R:3 method="wB97M-V/def2-TZVPD" charge=0 homo_energy_ev=-8.59
N -2.758 -0.993 0.090
C -1.651 -0.708 -0.063
C -0.313 -0.377 -0.160
C 0.609 -0.145 0.871
N 0.419 0.292 2.219
O 0.437 -0.674 -1.306
C 0.327 0.260 -2.346
S -0.266 1.742 -1.996
H 1.663 -0.392 0.396
H -0.536 0.245 2.692
H 1.171 0.853 2.778
H 0.898 -0.103 -3.173


Name the most stable of them. run 2.


Run 1
12
Properties=species:S:1:pos:R:3 method="wB97M-V/def2-TZVPD" charge=0 homo_energy_ev=-8.76 smiles="C=Cn1oncc1=S"
C 2.067 -0.773 -0.007
C 0.804 -1.140 0.003
N -0.301 -0.264 0.005
O -1.532 -0.930 -0.001
N -2.494 0.018 0.001
C -1.934 1.168 -0.011
C -0.479 1.069 0.003
S 0.647 2.275 -0.001
H 2.858 -1.550 -0.005
H 2.383 0.259 0.020
H 0.474 -2.195 -0.014
H -2.493 2.064 0.007


Run 2
12
Properties=species:S:1:pos:R:3 method="wB97M-V/def2-TZVPD" charge=0 homo_energy_ev=-8.92 smiles="C=Cc1onnc1S"
C -2.016 0.492 0.311
C -1.362 -0.528 -0.287
C 0.100 -0.589 -0.305
O 0.603 -1.639 -0.958
N 1.971 -1.619 -0.866
N 2.289 -0.482 -0.259
C 1.142 0.244 0.040
S 1.187 1.726 0.993
H -1.445 1.211 0.925
H -3.092 0.606 0.240
H -1.904 -1.312 -0.808
H 2.528 1.890 0.975


Run 3
12
Properties=species:S:1:pos:R:3 method="wB97M-V/def2-TZVPD" charge=0 homo_energy_ev=-8.48 smiles="OC(=S)c1c[nH]cn1"
O -1.311 1.689 0.172
C -1.097 0.405 0.002
S -2.160 -0.794 -0.108
C 0.234 -0.031 0.062
C 0.939 -1.152 0.235
N 2.272 -0.832 0.137
C 2.334 0.491 -0.169
N 1.181 1.065 -0.209
H -0.306 2.032 0.329
H 0.310 -2.141 0.193
H 3.097 -1.531 -0.377
H 3.311 0.923 -0.064


Name the most stable of them. run 3.


Run 1
32
Properties=species:S:1:pos:R:3 method="wB97M-V/def2-TZVPD" charge=-1 homo_energy_ev=-3.96
C 0.934 0.458 -1.480
C 0.498 2.531 -0.233
C 0.492 -0.938 -1.915
C -1.574 -0.606 -0.574
C -1.391 0.906 -0.597
C -1.009 -1.197 -1.863
C 0.044 1.295 -0.828
C -1.297 -2.694 -1.973
C 0.267 1.321 3.146
C 1.662 -0.424 1.961
C 0.523 -0.110 2.860
O -0.204 3.228 0.501
O 2.157 0.741 -1.702
O 1.776 2.884 -0.465
S -0.407 -1.291 3.500
H 0.882 -1.116 -2.923
H 1.005 -1.644 -1.250
H -1.050 -1.033 0.285
H -2.635 -0.855 -0.476
H -2.024 1.328 -1.391
H -1.726 1.355 0.342
H -1.485 -0.687 -2.709
H -2.369 -2.883 -1.953
H -0.842 -3.227 -1.139
H -0.891 -3.097 -2.899
H -0.012 1.845 2.227
H 1.174 1.807 3.503
H -0.527 1.444 3.875
H 1.524 0.087 1.004
H 2.593 -0.052 2.391
H 1.746 -1.494 1.790
H 2.169 2.118 -1.015


Run 2
32
Properties=species:S:1:pos:R:3 method="wB97M-V/def2-TZVPD" charge=-1 homo_energy_ev=-4.69 smiles="CC[C@]1(S(=O)(=O)[O-])C=C(C)C(C)=C[C@@H]1C"
C -0.744 -1.828 -1.554
C -1.739 -1.152 -0.520
C -1.043 -0.090 0.324
S -2.491 0.586 1.298
O -3.445 1.083 0.310
O -3.061 -0.471 2.161
O -1.959 1.722 2.071
C -0.609 1.055 -0.435
C 0.695 1.383 -0.623
C 0.899 2.807 -1.320
C 1.713 0.471 -0.276
C 3.103 0.628 -0.817
C 1.409 -0.584 0.536
C 0.070 -0.556 1.254
C -0.200 -1.900 2.016
H 0.017 -1.071 -1.924
H -1.181 -2.203 -2.381
H -0.250 -2.611 -1.113
H -2.161 -1.873 0.052
H -2.607 -0.624 -0.976
H -1.317 1.813 -0.671
H 1.928 2.718 -1.730
H 0.962 3.441 -0.453
H 0.045 3.168 -2.043
H 3.770 -0.024 -0.139
H 3.612 1.595 -0.820
H 3.057 0.306 -1.874
H 2.153 -1.433 0.839
H 0.150 0.264 2.131
H -0.147 -2.835 1.311
H -1.149 -1.820 2.447
H 0.518 -1.965 2.916


Name the most stable of them. run 1.


Run 1
28
Properties=species:S:1:pos:R:3 method="wB97M-V/def2-TZVPD" charge=+1 homo_energy_ev=-11.49
C 1.910 1.356 1.006
C 0.551 1.337 0.977
C 1.198 -0.575 0.162
C 1.261 -1.897 -0.140
C 2.523 -2.462 -0.233
C 3.645 -1.686 0.021
C -2.284 2.242 0.080
C 3.542 -0.419 0.471
C -1.519 2.538 -0.927
C -2.257 0.811 0.518
C -1.196 0.111 -0.286
C -1.758 -1.060 -1.011
N 2.319 0.211 0.477
N 0.067 0.234 0.352
O -0.910 1.531 -1.527
H 2.486 2.159 1.365
H 0.127 2.255 1.170
H 0.456 -2.465 -0.184
H 2.569 -3.497 -0.285
H 4.640 -1.973 -0.174
H -2.825 2.923 0.725
H 4.448 0.180 0.618
H -1.439 3.387 -1.514
H -1.990 0.730 1.543
H -3.275 0.320 0.395
H -2.655 -0.608 -1.622
H -2.157 -1.849 -0.302
H -1.106 -1.546 -1.783


Run 2
28
Properties=species:S:1:pos:R:3 method="wB97M-V/def2-TZVPD" charge=+1 homo_energy_ev=-13.23
C 2.050 -1.272 -2.996
C 2.137 -1.752 -1.680
C 1.182 -0.143 -3.306
C -1.819 3.616 1.222
C -2.287 4.051 0.001
C 1.320 -1.189 -0.701
C 0.317 0.290 -2.305
C -1.296 2.358 1.295
C -2.113 3.334 -1.129
C 0.307 -0.224 -0.975
C -1.127 1.641 0.094
C -0.450 0.377 0.087
N -1.512 2.136 -1.079
N 0.283 -2.880 2.864
O -0.367 -0.146 1.290
H 2.737 -1.508 -3.716
H 3.046 -2.383 -1.259
H 1.045 0.330 -4.301
H -2.090 4.234 2.136
H -2.775 4.945 0.048
H 1.649 -1.479 0.304
H -0.405 1.051 -2.536
H -0.904 2.018 2.167
H -2.122 3.685 -2.111
H 0.813 -3.466 2.200
H -0.608 -3.138 3.085
H 0.784 -2.545 3.706
H 0.106 -1.013 1.299


Name the most stable of them. run 2.


Run 1
10
Properties=species:S:1:pos:R:3 method="wB97M-V/def2-TZVPD" charge=0 homo_energy_ev="-8.39 / -8.39" smiles="O=[NH+][O-].C=[SiH2]"
O -2.110 0.686 2.522
N -1.440 0.240 1.605
O -0.245 0.329 1.512
H -2.079 -0.188 0.916
C 0.367 -0.752 -1.552
Si 1.478 0.380 -0.817
H -0.643 -0.702 -1.770
H 0.579 -1.782 -1.674
H 2.743 -0.027 -0.394
H 1.352 1.816 -0.348


Run 2
10
Properties=species:S:1:pos:R:3 method="wB97M-V/def2-TZVPD" charge=0 homo_energy_ev="-10.74 / -7.89"
C -0.624 1.068 0.748
N 1.395 -1.083 -0.369
O 2.249 -0.204 -0.390
O 1.493 -2.300 -0.266
Si -0.271 -0.590 0.074
H 0.025 1.206 1.648
H -0.324 1.634 -0.131
H -1.717 1.415 0.959
H -1.324 0.686 -2.692
H -0.902 -1.833 0.419


Name the most stable of them. run 1.


Run 1
23
Properties=species:S:1:pos:R:3 method="wB97M-V/def2-TZVPD" charge=0 homo_energy_ev=-9.35 smiles="CO[C@]1(NC(N)=O)N=CCC=C1Cl"
C 2.348 0.031 1.730
O 1.162 0.670 1.485
C 0.367 0.160 0.463
N -0.932 0.807 0.850
C -2.069 0.952 0.085
N -3.097 1.623 0.743
O -2.074 0.651 -1.120
N 0.124 -1.289 0.554
C -0.005 -1.973 -0.456
C -0.099 -1.426 -1.869
C 0.843 -0.237 -1.977
C 0.975 0.550 -0.912
Cl 2.178 1.881 -0.843
H 2.608 0.383 2.744
H 3.109 0.193 0.864
H 2.102 -1.096 1.646
H -0.719 1.327 1.656
H -3.025 1.598 1.668
H -3.965 1.543 0.329
H -0.114 -3.073 -0.409
H -1.187 -1.053 -1.796
H 0.142 -2.179 -2.615
H 1.329 -0.045 -2.822


Run 2
23
Properties=species:S:1:pos:R:3 method="wB97M-V/def2-TZVPD" charge=0 homo_energy_ev=-8.86
C -0.426 2.281 -1.171
O -1.490 1.605 -0.581
C -1.486 0.258 -0.444
N -0.578 -0.530 -0.945
C -0.639 -1.830 -0.715
C -1.722 -2.423 -0.085
C -2.733 -1.550 0.429
C -2.690 -0.163 0.225
Cl -4.030 0.846 0.710
H 0.668 1.837 -0.947
H -0.251 3.315 -0.729
H -0.458 2.289 -2.242
H 0.307 -2.189 -1.174
H -1.729 -3.432 0.104
H -3.590 -2.102 0.869
H 1.522 0.510 2.510
N 1.430 0.341 1.518
C 2.425 0.261 0.755
N 3.805 0.430 1.001
O 2.078 0.093 -0.532
H 4.029 0.049 1.918
H 4.398 0.149 0.226
H 1.157 -0.046 -0.700


Name the most stable of them. run 2.


Run 1
9
Properties=species:S:1:pos:R:3 method="wB97M-V/def2-TZVPD" charge=0 homo_energy_ev=-10.07 smiles=O[Si](O)(O)S
O -0.210 -0.522 -1.563
Si -0.140 0.171 -0.121
O -0.075 1.774 -0.215
O 1.665 -0.428 0.781
S -1.612 -0.455 1.286
H -0.826 -0.183 -2.214
H 0.237 2.261 0.547
H 2.156 -0.910 0.119
H -1.194 -1.707 1.380


Run 2
9
Properties=species:S:1:pos:R:3 method="wB97M-V/def2-TZVPD" charge=0 homo_energy_ev=-9.26 smiles="O[Si](O)=S.O"
O 0.645 0.714 -1.031
Si 1.011 1.019 0.510
O 2.085 -0.046 1.008
S 0.217 2.415 1.639
H 0.522 -0.086 -1.633
H 2.532 0.086 1.898
O -2.276 -1.552 -1.101
H -3.027 -0.952 -0.970
H -1.709 -1.597 -0.319


Name the most stable of them. run 1.


Run 1
12
Properties=species:S:1:pos:R:3 method="wB97M-V/def2-TZVPD" charge=-1 homo_energy_ev=-3.90
O 0.502 -0.851 -0.046
C -0.062 0.361 -0.472
N -1.488 0.340 -0.132
C -1.639 0.477 1.224
O -0.852 0.926 2.022
H 0.137 0.381 -1.555
H 0.493 1.227 -0.102
H -2.721 0.421 1.444
H -1.412 -0.621 0.497
H 1.439 -0.878 -0.615
H 3.037 -1.186 -0.832
O 2.566 -0.596 -1.434


Run 2
12
Properties=species:S:1:pos:R:3 method="wB97M-V/def2-TZVPD" charge=-1 homo_energy_ev=-4.43
O 0.144 1.443 1.388
C 0.003 0.226 1.104
N -0.074 -0.304 -0.090
C -1.377 -1.451 -0.865
O -1.112 -2.282 -1.746
H -0.107 -0.431 1.982
H -0.096 0.410 -0.810
H -1.908 -0.505 -1.084
H -1.870 -1.898 0.030
H 2.173 1.321 -0.674
H 1.784 1.571 0.712
O 2.442 1.900 0.054


Run 3
12
Properties=species:S:1:pos:R:3 method="wB97M-V/def2-TZVPD" charge=-1 homo_energy_ev=-4.41
O 1.019 1.454 -0.287
C 1.034 0.202 -0.168
O 1.376 -0.434 0.911
C 0.075 -0.552 -1.104
N -0.914 -1.640 -0.795
H -0.357 0.208 -1.817
H 0.762 -0.897 -1.785
H -1.784 -1.281 -0.269
H -0.345 -2.241 -0.112
H 0.005 2.413 1.718
H -0.211 0.944 1.645
O -0.659 1.822 2.063


Name the most stable of them. run 3.


Run 1
12
Properties=species:S:1:pos:R:3 method="wB97M-V/def2-TZVPD" charge=-1 homo_energy_ev=-4.05
O 1.349 -0.318 1.178
C 0.535 -0.248 0.213
N -0.527 -1.037 0.093
C -1.802 -0.106 -0.914
O -2.782 -0.740 -1.394
H 0.658 0.668 -0.381
H -0.789 -1.345 1.029
H -0.984 0.032 -1.641
H -1.954 0.780 -0.271
H 3.385 1.455 0.403
H 2.015 1.090 0.976
O 2.581 1.881 0.707


Run 2
12
Properties=species:S:1:pos:R:3 method="wB97M-V/def2-TZVPD" charge=-1 homo_energy_ev=-4.06
C -0.654 0.500 0.391
N 0.133 0.194 -0.772
C -0.022 1.047 -1.935
O 0.815 0.831 -2.839
O -0.958 1.879 -1.878
H -0.991 -0.407 0.909
H -1.507 1.116 0.125
H -0.117 1.074 1.156
H 1.078 -0.013 -0.480
H 0.333 -1.408 1.829
H 1.119 -2.608 1.343
O 0.770 -2.207 2.150


Name the most stable of them. run 2.


Run 1
13
Properties=species:S:1:pos:R:3 method="wB97M-V/def2-TZVPD" charge=0 homo_energy_ev=-9.75 smiles="C=CCC=O.I"
C -0.565 -0.369 1.802
C -0.240 -1.360 0.968
C -1.023 -1.856 -0.246
C -2.080 -2.878 -0.138
O -3.169 -2.849 -0.656
H -1.387 0.332 1.619
H 0.017 -0.006 2.601
H 0.670 -1.857 1.227
H -1.498 -0.923 -0.732
H -0.266 -2.263 -0.872
H -1.948 -3.848 0.569
I 4.375 0.406 -0.210
H 3.630 -0.939 -0.846


Run 2
13
Properties=species:S:1:pos:R:3 method="wB97M-V/def2-TZVPD" charge=0 homo_energy_ev=-7.91
C -0.751 -0.146 1.309
C -1.435 0.166 -0.119
C -0.200 -0.508 0.019
C 1.474 0.880 -0.722
O 0.155 -1.733 -0.364
I 3.298 0.087 -0.054
H -0.289 0.777 1.672
H -1.056 -0.926 2.084
H -2.266 -0.425 -0.252
H -1.481 1.192 -0.584
H 1.296 1.718 -0.044
H 1.556 0.962 -1.843
H -0.302 -2.044 -1.102


Name the most stable of them. run 1.


Run 1
18
Properties=species:S:1:pos:R:3 method="wB97M-V/def2-TZVPD" charge=0 homo_energy_ev=-9.05 smiles="C=C(C#N)[C@@H](O)c1ccco1"
C 2.352 -1.136 -0.999
C 1.706 -0.213 -0.249
C 2.074 1.215 -0.309
N 2.371 2.353 -0.277
C 0.648 -0.516 0.796
O 0.961 -0.055 2.109
C -0.732 -0.099 0.340
C -1.759 -0.833 -0.127
C -2.824 0.082 -0.434
C -2.367 1.336 -0.175
O -1.086 1.222 0.326
H 2.146 -2.198 -0.981
H 3.074 -0.745 -1.688
H 0.554 -1.598 0.953
H 1.153 0.873 2.089
H -1.748 -1.910 -0.274
H -3.828 -0.154 -0.827
H -2.695 2.375 -0.272


Run 2
18
Properties=species:S:1:pos:R:3 method="wB97M-V/def2-TZVPD" charge=0 homo_energy_ev=-8.66 smiles="C=C1C=CC=C[C@H]1ON=C=O"
C -2.117 -0.215 -0.222
C -0.909 0.324 -0.409
C -0.516 1.535 0.313
C 0.785 1.866 0.514
C 1.823 0.980 -0.092
C 1.494 -0.056 -0.843
C 0.076 -0.443 -1.190
O -0.051 -1.898 -0.885
N 0.299 -2.249 0.359
C 0.008 -1.853 1.448
O -0.134 -1.743 2.610
H -2.983 0.097 0.280
H -2.361 -1.175 -0.565
H -1.358 2.224 0.656
H 1.031 2.598 1.285
H 2.838 1.050 0.344
H 2.145 -0.822 -1.313
H -0.068 -0.221 -2.290


Name the most stable of them. run 1.


Run 1
22
Properties=species:S:1:pos:R:3 method="wB97M-V/def2-TZVPD" charge=0 homo_energy_ev=-8.20 smiles=CCCSSC.O.O
C -0.244 -0.635 -1.401
C -1.389 -1.618 -1.815
C -2.113 -2.188 -0.667
S -3.656 -1.277 -0.171
S -3.659 -0.880 1.759
C -2.360 0.360 1.884
H -0.706 0.405 -1.298
H 0.053 -0.816 -0.298
H 0.763 -0.702 -1.804
H -1.812 -1.246 -2.711
H -0.970 -2.388 -2.349
H -2.427 -3.266 -0.826
H -1.388 -2.127 0.184
H -1.752 0.515 0.969
H -2.790 1.301 1.780
H -1.961 0.111 2.871
O 4.794 1.766 -0.202
H 5.639 1.827 0.435
H 4.784 0.817 -0.442
O 3.403 3.298 1.491
H 3.951 4.031 1.695
H 3.842 2.711 0.917


Run 2
22
Properties=species:S:1:pos:R:3 method="wB97M-V/def2-TZVPD" charge=0 homo_energy_ev=-8.88 smiles=CCCSSC.O.O
C 2.396 2.443 -2.033
C 1.221 2.242 -1.091
C 0.950 0.754 -1.091
S -0.198 -0.158 0.026
S -0.716 1.368 1.335
C -2.060 2.170 0.345
H 2.118 2.281 -3.076
H 3.190 1.736 -1.783
H 2.937 3.380 -2.004
H 0.340 2.683 -1.522
H 1.435 2.588 -0.088
H 1.890 0.289 -0.775
H 0.813 0.372 -2.102
H -2.708 2.709 1.045
H -2.557 1.358 -0.154
H -1.553 2.916 -0.255
O -1.987 -5.556 4.103
H -1.430 -5.847 3.367
H -2.498 -4.875 3.648
O -0.612 -4.419 1.051
H -0.281 -4.923 0.302
H -0.688 -3.509 0.752


Name the most stable of them. run 2.


Run 1
7
Properties=species:S:1:pos:R:3 method="wB97M-V/def2-TZVPD" charge=0 homo_energy_ev=-8.88
C 0.960 0.291 -0.329
O -0.491 -1.501 1.037
S 2.272 -0.564 0.283
S 0.663 1.855 -0.649
S 0.361 -1.495 -0.130
H -1.923 0.789 -0.496
H -1.842 0.626 0.284


Run 2
7
Properties=species:S:1:pos:R:3 method="wB97M-V/def2-TZVPD" charge=0 homo_energy_ev=-9.61 smiles="O=[S@@]1(=S)CS1"
O 2.442 0.574 1.743
S 2.166 0.271 0.342
S 3.246 -0.928 -0.649
C 0.333 0.178 -0.026
S 1.221 1.703 -0.750
H -0.621 0.115 0.530
H 0.421 -0.434 -0.893


Run 3
7
Properties=species:S:1:pos:R:3 method="wB97M-V/def2-TZVPD" charge=0 homo_energy_ev=-9.10
C 0.131 2.291 -0.784
O 3.902 -0.158 2.197
S 3.887 -0.619 -0.604
S -1.041 1.772 0.170
S 3.056 -0.113 1.025
H 0.796 3.231 -0.556
H 0.569 1.736 -1.619


Name the most stable of them. run 3.


Run 1
11
Properties=species:S:1:pos:R:3 method="wB97M-V/def2-TZVPD" charge=0 homo_energy_ev="-8.27 / -7.25"
C -0.079 0.182 0.075
C -1.030 1.206 -0.325
C -0.120 -1.233 -0.008
P 2.281 1.064 0.561
Cl 3.212 -0.735 0.569
H -1.899 1.038 -0.897
H -1.515 1.391 0.736
H -0.424 2.101 -0.580
H -1.023 -1.600 -0.603
H -0.212 -1.770 0.971
H 0.809 -1.644 -0.499


Run 2
11
Properties=species:S:1:pos:R:3 method="wB97M-V/def2-TZVPD" charge=0 homo_energy_ev=-9.22
C 1.401 0.057 -0.023
C -1.448 0.034 0.076
C -0.369 -0.908 -0.151
P 1.210 1.696 0.025
Cl 2.696 -1.025 0.002
H -1.647 0.863 -0.599
H -1.383 0.515 1.016
H -2.304 -0.556 0.226
H -0.519 -1.585 0.633
H -0.259 -1.120 -1.261
H 2.622 2.029 0.057


Name the most stable of them. run 2.